Entry 1:
C48H65BrF2N6O3PbSi | the ωB97M-V functional and the def2-TZVPD basis

Calculated values
Maximum force   0.022 hartree/bohr
Charge   +2
Relative energy (zero: lowest compared OMol25 entry of this formula, charge and spin)   83.9 kcal/mol
Calculated total energy   -5677.86364 hartree
Lowest unoccupied orbital energy (alpha / beta)   -7.97 / -6.41 eV
HOMO-LUMO gap (alpha / beta)   4.50 / 6.55 eV

```
127
Properties=species:S:1:pos:R:3:forces:R:3
Pb 0.03183 1.12859 1.06283 -0.20 0.48 -0.24
F -1.55445 6.26339 0.03072 -0.14 0.05 0.00
C -1.87634 5.16781 0.72546 0.00 -0.46 -0.01
C -1.50048 3.92935 0.21888 0.09 0.21 -0.09
C -1.72635 2.82321 0.99834 -0.18 0.24 0.16
C -2.40103 2.87833 2.20593 0.02 0.18 0.03
C -2.80619 4.14130 2.65225 0.27 -0.13 -0.42
F -3.41181 4.26048 3.83769 -0.05 0.03 -0.01
C -2.53529 5.29047 1.93373 -0.06 0.09 0.09
C -2.63056 1.64907 2.97688 -0.35 -0.01 0.29
C -3.81505 1.43056 3.67672 0.09 -0.15 -0.03
C -3.99550 0.22652 4.33479 0.24 0.08 -0.11
C -2.97611 -0.71443 4.28695 0.02 0.00 -0.02
C -1.82802 -0.41145 3.57521 -0.28 -0.25 0.28
N -1.65574 0.73755 2.93367 -0.01 0.22 0.17
H -1.02136 3.86284 -0.74402 0.16 0.10 -0.15
H -2.82912 6.25163 2.32099 -0.01 0.15 0.03
H -4.58516 2.18373 3.68634 -0.03 0.07 -0.02
H -4.91223 0.03182 4.87245 -0.02 -0.04 0.03
H -3.07126 -1.66169 4.79309 0.05 -0.10 0.01
H -1.01064 -1.11203 3.52315 0.08 -0.23 -0.03
C 2.26326 4.74845 -5.13769 0.17 0.28 -0.21
O 1.73231 3.82601 -4.20230 -0.36 -0.28 0.30
C 0.37583 3.67164 -4.14232 -0.09 -0.17 0.04
C -0.54996 4.47292 -4.79780 0.32 0.04 -0.04
C -1.90441 4.22042 -4.66302 -0.02 -0.08 0.09
C -2.35518 3.17314 -3.87967 -0.08 -0.05 -0.04
C -1.44173 2.36828 -3.21806 0.08 0.14 -0.09
C -0.08593 2.61367 -3.33975 -0.13 0.26 -0.06
N 0.86342 1.75412 -2.70446 -0.10 -0.40 -0.19
C 1.81685 2.23348 -1.87360 -0.68 0.53 0.17
N 1.49329 3.43115 -1.24281 0.10 -0.11 -0.59
C 1.78606 3.81284 0.05694 0.26 0.37 0.71
C 1.45842 3.04294 1.18661 -0.03 -0.41 -0.24
C 1.72601 3.58597 2.43488 -0.23 -0.15 -0.10
C 2.21325 4.87646 2.58309 0.02 -0.04 -0.01
C 2.47810 5.66307 1.47554 0.05 0.12 -0.14
C 2.26683 5.14425 0.20928 0.10 -0.38 -0.17
O 2.49005 5.79821 -0.95395 -0.15 -0.46 0.14
C 2.91618 7.14754 -0.90668 0.06 0.47 -0.03
N 2.92732 1.60254 -1.77339 1.09 -0.04 0.37
C 4.06058 1.85403 -1.06102 -0.79 -0.17 -0.46
C 4.08806 1.74682 0.33880 0.42 0.01 0.74
C 5.23157 1.97921 1.06168 -0.74 -0.17 0.08
C 6.40768 2.33532 0.40123 0.10 0.03 -0.39
C 6.41526 2.43638 -0.96856 0.04 0.02 -0.16
C 5.27722 2.16709 -1.73979 0.76 0.29 -0.36
O 5.46084 2.34791 -3.05462 0.05 0.15 0.99
C 4.68154 1.73167 -4.05705 -0.44 -0.29 -0.65
H 3.34475 4.64611 -5.07034 -0.07 0.03 -0.04
H 1.98569 5.77548 -4.88845 -0.02 -0.04 0.01
H 1.93437 4.51718 -6.15373 0.00 -0.02 0.07
H -0.22528 5.28238 -5.43079 0.07 0.09 -0.04
H -2.60612 4.85147 -5.18527 -0.09 0.04 -0.05
H -3.41100 2.97170 -3.80455 -0.12 -0.02 0.06
H -1.77180 1.53634 -2.61594 -0.04 -0.12 0.12
H 1.13805 0.93948 -3.23962 0.15 0.12 -0.02
H 1.43291 4.22142 -1.87875 -0.09 -0.09 -0.14
H 1.47055 3.03620 3.32855 -0.03 -0.07 0.20
H 2.35345 5.28160 3.57307 0.07 0.08 0.10
H 2.84751 6.66692 1.60550 0.02 0.10 -0.01
H 3.00150 7.46327 -1.94463 -0.01 0.03 0.12
H 3.88866 7.24395 -0.41884 -0.03 -0.07 -0.01
H 2.18124 7.76998 -0.38954 0.04 -0.03 -0.05
H 3.16319 1.48424 0.82865 0.07 -0.03 0.00
H 5.21979 1.89607 2.13651 -0.01 -0.05 0.14
H 7.31479 2.50171 0.95977 0.10 0.07 0.04
H 7.31109 2.70808 -1.50355 0.11 0.01 -0.05
H 5.06343 2.13232 -4.99368 0.00 -0.06 0.04
H 3.62178 1.95872 -3.96693 0.07 0.07 -0.03
H 4.83016 0.64960 -4.05014 -0.01 0.03 0.08
N 1.39013 0.27692 3.04054 -0.12 0.26 -0.24
C 1.84199 -1.12094 3.03369 0.31 -0.32 0.07
C 2.81659 -1.41760 1.89572 -0.43 -0.12 -0.09
C 2.11881 -1.82723 0.60099 0.46 -0.25 0.17
N 1.47053 -0.71154 -0.09087 0.06 0.12 0.04
H 2.19879 0.88766 3.10684 0.00 0.10 0.09
H 0.81749 0.44450 3.86148 -0.01 0.12 0.05
H 0.96213 -1.75233 2.91393 -0.03 -0.12 0.09
H 2.31519 -1.36745 3.99032 -0.12 0.02 -0.06
H 3.46357 -2.23974 2.20018 0.01 -0.01 0.01
H 3.46333 -0.55976 1.71876 0.19 0.09 0.02
H 1.34076 -2.55430 0.82885 0.04 -0.12 -0.04
H 2.85328 -2.30333 -0.05866 -0.13 -0.05 0.02
H 0.77189 -1.08005 -0.72754 0.01 0.03 -0.17
H 2.15355 -0.17245 -0.61261 -0.02 -0.07 -0.22
C -0.00427 -4.96547 -1.67877 -0.05 0.00 0.16
C -1.45145 -5.42753 -1.47851 -0.12 0.18 0.35
C -1.48832 -6.95635 -1.45013 -0.01 0.01 0.11
C -2.21975 -4.94697 -2.71285 -0.10 0.04 0.20
Si -2.20941 -4.73938 0.17992 -0.06 -0.09 -0.19
Br -1.52151 -2.55233 0.14691 0.12 0.57 0.06
C -1.39655 -5.39293 1.83516 -0.05 0.11 -0.26
C -1.53069 -4.37404 2.97371 -0.12 0.02 -0.16
C -2.05404 -6.70558 2.27038 -0.13 0.06 -0.10
C 0.10502 -5.66038 1.67702 -0.16 0.05 -0.21
C -4.14807 -4.56495 0.17871 0.41 0.07 0.09
C -4.77614 -5.92328 -0.13284 0.14 -0.04 -0.04
C -4.65511 -4.09702 1.54565 0.16 -0.05 0.02
C -4.64550 -3.53549 -0.84196 0.17 0.00 -0.04
H 0.37893 -5.40332 -2.59860 0.06 -0.11 -0.14
H 0.64695 -5.27503 -0.86997 0.17 -0.02 0.11
H 0.05376 -3.88302 -1.78194 0.04 0.06 0.00
H -1.08874 -7.34427 -2.38587 0.06 -0.08 -0.13
H -2.50247 -7.33613 -1.34625 -0.10 -0.09 0.03
H -0.88431 -7.36088 -0.64114 0.05 -0.11 0.07
H -1.69629 -5.28433 -3.60672 0.08 -0.09 -0.10
H -2.26881 -3.85970 -2.75661 -0.08 0.09 -0.02
H -3.22510 -5.35588 -2.75358 -0.14 0.02 -0.04
H -2.56234 -4.10025 3.16379 -0.15 0.10 0.06
H -0.96884 -3.46832 2.75176 0.04 0.10 0.01
H -1.12765 -4.80272 3.88943 0.08 -0.13 0.14
H -3.09031 -6.56235 2.56606 -0.14 -0.04 0.00
H -1.52309 -7.10817 3.13236 0.06 -0.05 0.11
H -2.01647 -7.45655 1.48461 -0.04 -0.14 -0.07
H 0.63983 -4.77351 1.34090 0.10 0.09 -0.08
H 0.29946 -6.47442 0.98611 0.11 -0.07 -0.14
H 0.52257 -5.95128 2.64006 0.01 -0.04 0.17
H -4.43119 -6.69072 0.55544 -0.01 -0.19 0.08
H -4.55541 -6.24576 -1.14734 0.01 -0.08 -0.11
H -5.85918 -5.85811 -0.03927 -0.15 0.02 0.01
H -4.44368 -4.82213 2.32618 0.02 -0.04 0.17
H -5.73639 -3.97554 1.50080 -0.16 -0.01 -0.03
H -4.23263 -3.13104 1.82334 0.07 0.06 0.07
H -4.42131 -3.81248 -1.86571 0.05 0.01 -0.12
H -4.23188 -2.54688 -0.64973 0.01 0.06 -0.03
H -5.72816 -3.45469 -0.76298 -0.19 -0.04 0.06
```
Positions in Å, forces in eV/Å.

---

Entry 2:
C4H8N2O | the ωB97M-V functional and the def2-TZVPD basis

Calculated values
Maximum force   0.012 hartree/bohr
Charge   0
SMILES   O=C1NCCCN1
Relative energy (zero: lowest compared OMol25 entry of this formula, charge and spin)   3.7 kcal/mol
Calculated total energy   -341.99769 hartree
Lowest unoccupied orbital energy   0.86 eV
HOMO-LUMO gap   10.23 eV

```
15
Properties=species:S:1:pos:R:3:forces:R:3
O 2.78675 -0.45830 0.00457 -0.26 -0.09 -0.03
C 1.58011 -0.30329 -0.10615 -0.17 0.07 0.05
N 0.67208 -1.33212 -0.14983 0.15 0.14 0.18
C -0.74115 -1.03466 -0.36108 0.13 -0.55 -0.23
C -1.13042 0.12514 0.53020 -0.16 -0.02 0.10
C -0.36700 1.32402 0.03234 -0.08 0.19 -0.06
N 1.01466 0.95181 -0.22936 0.33 0.03 -0.01
H 1.03803 -2.24571 0.07961 -0.24 0.22 -0.15
H -0.87228 -0.80250 -1.43850 -0.31 -0.04 0.53
H -1.36509 -1.88792 -0.09166 0.29 -0.19 -0.24
H -0.86275 -0.14295 1.55840 0.03 0.13 -0.10
H -2.20741 0.31166 0.51062 0.10 0.02 -0.11
H -0.40055 2.14953 0.74350 0.04 0.02 0.06
H -0.85339 1.66722 -0.88870 0.12 0.06 0.00
H 1.70840 1.67807 -0.19394 0.04 0.01 0.00
```
Positions in Å, forces in eV/Å.

---

Entry 3:
C26H30F7GaN4O7SSb | the ωB97M-V functional and the def2-TZVPD basis

Calculated values
Maximum force   0.006 hartree/bohr
⟨S²⟩   0.77
Charge   +2
Multiplicity   2
Relative energy (zero: lowest compared OMol25 entry of this formula, charge and spin)   0.0 kcal/mol
Calculated total energy   -5016.47358 hartree
Lowest unoccupied orbital energy (alpha / beta)   -5.21 / -8.39 eV
HOMO-LUMO gap (alpha / beta)   8.72 / 5.54 eV

```
77
Properties=species:S:1:pos:R:3:forces:R:3
Ga -0.69055 0.85500 -2.27550 -0.19 0.09 0.19
C 3.24770 -2.06208 3.59554 0.00 0.00 -0.01
C 2.95489 -0.58848 3.36984 -0.01 0.01 0.00
N 1.88842 -0.37255 2.37289 0.00 0.01 -0.02
C 2.23886 -0.12190 1.10924 0.00 -0.05 0.04
C 1.35727 0.08015 0.07507 0.00 -0.05 -0.05
C 1.96058 0.29251 -1.28928 0.05 0.22 0.12
O 3.15278 0.12861 -1.44781 -0.06 -0.10 -0.05
O 1.16481 0.67323 -2.25061 0.01 -0.15 -0.24
C -0.02599 0.02754 0.35219 0.04 -0.09 -0.09
O -0.95413 0.21612 -0.49686 0.06 0.20 0.03
C -0.41446 -0.30395 1.70312 0.01 0.02 0.02
C -1.77247 -0.43740 2.02104 0.01 -0.01 -0.02
C -2.14628 -0.73578 3.29314 -0.01 0.00 0.01
F -3.45933 -0.81766 3.56905 0.01 0.01 0.01
C -1.20928 -0.93942 4.33151 -0.02 -0.01 -0.01
C 0.13344 -0.81856 4.00599 -0.01 -0.02 -0.02
C 0.54399 -0.49232 2.70544 0.00 -0.02 0.03
N -1.59336 -1.27786 5.63701 0.03 -0.04 0.01
C -0.91600 -0.69786 6.78376 -0.01 0.03 0.00
C -0.53365 -1.81937 7.74974 -0.01 -0.03 0.01
N -1.60851 -2.88542 7.68617 0.00 0.01 -0.01
C -2.95193 -2.28087 7.39166 0.02 -0.03 0.03
C -2.94316 -1.74232 5.96001 -0.01 0.00 -0.01
H 4.04699 -2.16966 4.32793 0.00 0.00 0.00
H 3.57425 -2.53414 2.66913 0.01 0.00 0.00
H 2.37225 -2.60259 3.95611 0.00 0.00 0.00
H 3.83708 -0.07559 2.99366 0.00 0.00 0.00
H 2.66850 -0.07546 4.28659 0.00 0.00 0.01
H 3.29987 -0.08415 0.89673 0.00 0.01 -0.01
H -2.52147 -0.29270 1.25380 0.00 0.01 0.01
H 0.87357 -1.02591 4.76303 0.00 0.01 0.01
H -1.55970 0.03562 7.28084 0.00 0.00 0.00
H -0.01975 -0.16404 6.48452 0.01 0.00 -0.02
H -0.46827 -1.47551 8.78023 -0.01 0.01 0.00
H 0.40081 -2.30254 7.47256 0.01 0.01 0.01
H -1.63289 -3.41489 8.55787 0.00 0.00 0.01
H -1.37752 -3.54589 6.94250 0.00 0.00 -0.01
H -3.10540 -1.50517 8.13866 -0.02 0.01 -0.01
H -3.71632 -3.04292 7.52220 0.00 -0.01 0.00
H -3.70565 -0.96324 5.89287 0.01 0.02 0.01
H -3.22032 -2.53671 5.26835 -0.01 0.01 -0.01
F -1.08580 -0.89675 -3.12041 0.10 -0.06 -0.06
Sb -3.08043 -1.21284 -2.94605 0.01 0.15 -0.14
F -2.76931 0.63213 -2.31842 0.04 -0.11 0.21
F -2.66196 -1.91253 -1.26265 0.06 0.10 0.06
F -4.86493 -1.08281 -2.46502 -0.05 -0.13 -0.17
F -2.86335 -2.88008 -3.73364 -0.09 -0.05 0.07
F -3.30049 -0.44197 -4.62832 0.06 0.01 0.01
C 2.75916 -1.84731 -4.40644 -0.03 0.00 0.01
C 2.32816 -0.56944 -4.99639 -0.04 -0.02 -0.06
C 3.12011 0.60683 -4.79010 0.05 0.05 0.03
C 2.74655 1.79331 -5.33591 -0.09 0.05 -0.10
C 1.55609 1.85006 -6.09897 0.07 -0.09 0.08
C 0.73936 0.70270 -6.29352 -0.01 -0.01 0.03
C 1.13127 -0.48521 -5.75911 -0.03 0.00 0.03
S 1.08221 3.38853 -6.85670 -0.17 0.01 0.11
O 0.09714 3.06978 -7.83333 -0.01 -0.01 0.01
O 2.30034 4.06694 -7.14252 0.03 0.04 0.08
N 0.36065 4.13610 -5.61272 0.10 0.01 -0.02
C -1.09249 4.24827 -5.44368 0.07 -0.01 0.04
C -1.45540 4.21518 -3.96645 -0.02 -0.04 -0.04
C -1.08932 2.92760 -3.29706 0.07 -0.03 -0.11
O -0.90959 1.86046 -3.97188 0.02 0.00 -0.07
O -0.97762 2.83136 -2.04118 -0.07 -0.03 0.05
H 2.54894 -1.79559 -3.33046 0.02 0.01 0.06
H 3.83944 -1.97630 -4.48809 0.01 0.01 -0.01
H 2.23486 -2.70215 -4.82624 0.00 0.01 0.01
H 4.02376 0.52526 -4.20123 -0.03 0.00 0.04
H 3.34780 2.68536 -5.22302 0.00 -0.01 -0.01
H -0.16620 0.79554 -6.87697 0.01 0.00 -0.02
H 0.54233 -1.37979 -5.91060 -0.02 0.00 0.01
H 0.95668 4.79504 -5.12743 -0.02 0.06 -0.10
H -1.55879 3.41918 -5.96936 0.03 -0.03 -0.02
H -1.44881 5.17121 -5.90248 -0.01 0.00 0.05
H -2.53949 4.31610 -3.85958 0.00 0.01 -0.01
H -1.02053 5.04197 -3.40400 0.04 -0.01 -0.01
```
Positions in Å, forces in eV/Å.